Entry 1:
Density functional theory data (wB97M-V/def2-TZVPD) for C5F15KN2O11S5 as an isolated structure at a distorted geometry.

```
39
Properties=species:S:1:pos:R:3:forces:R:3:lowdin_charge:R:1
K 0.22415 0.35173 0.04010 -0.3 -0.3 -0.1 0.829
C -3.60403 -2.86553 -0.45980 -0.5 0.2 0.0 -0.664
F -3.01898 -2.70898 -1.64063 0.2 0.0 -0.3 0.130
F -4.75073 -2.14075 -0.47580 0.3 -0.2 0.0 0.093
F -3.95693 -4.15754 -0.34837 -0.1 -0.1 0.0 0.102
S -2.51381 -2.36747 0.93041 -0.2 0.1 0.0 0.437
O -1.88053 -1.16402 0.41205 0.0 0.2 0.1 -0.425
O -3.45233 -2.17131 2.00588 -0.1 0.2 0.2 -0.316
O -1.63466 -3.49421 1.07135 0.5 -0.3 0.0 -0.311
C 0.25243 2.48712 -2.90412 -0.4 0.0 0.2 -0.675
F -0.35683 3.55026 -3.43336 0.1 0.2 0.0 0.131
F 1.52417 2.47977 -3.27166 0.1 0.0 0.0 0.154
F 0.18969 2.61697 -1.56295 0.1 -0.1 -0.1 0.071
S -0.65504 1.00300 -3.49758 0.1 -1.0 0.7 0.555
O -1.98277 1.13468 -3.01106 -0.6 0.5 0.7 -0.260
O -0.47072 1.04905 -4.90622 0.4 0.1 -0.8 -0.277
N 0.11677 -0.19830 -2.72009 -0.6 0.5 -1.1 -0.353
S 0.63533 -1.30027 -3.76301 0.8 -0.1 -0.6 0.587
O -0.32785 -1.89871 -4.64333 -0.3 0.2 0.4 -0.287
O 1.87101 -0.89486 -4.37697 0.3 -0.2 0.3 -0.303
C 1.05333 -2.70136 -2.59686 -0.4 -0.2 0.0 -0.652
F 1.19600 -2.32124 -1.32874 0.2 0.2 0.1 0.117
F 0.09129 -3.62460 -2.63561 0.2 0.2 0.0 0.135
F 2.19450 -3.27677 -3.00300 -0.1 0.1 0.1 0.119
C 0.82448 -0.93213 3.23016 0.2 0.3 -0.3 -0.680
F 1.05284 -1.62833 2.10595 -0.2 0.1 0.1 0.108
F -0.40634 -0.42715 3.19411 0.1 -0.2 0.0 0.141
F 0.94829 -1.74370 4.27371 -0.1 -0.1 0.0 0.150
S 2.10264 0.40350 3.37422 -0.7 0.3 -0.8 0.591
O 1.92766 0.95469 4.67376 -0.2 0.3 0.7 -0.281
O 3.33023 -0.24168 3.07297 0.8 -0.5 -0.3 -0.270
N 1.60183 1.36815 2.14347 0.4 -0.2 1.3 -0.376
S 1.95818 2.90587 2.32124 -0.8 0.4 -1.1 0.545
O 3.11901 3.18488 3.08955 0.6 0.0 0.7 -0.274
O 1.81759 3.56667 1.05155 -0.1 -0.3 0.0 -0.295
C 0.51877 3.64259 3.23941 0.2 0.0 0.0 -0.658
F 0.77502 4.95034 3.46246 -0.2 -0.4 0.0 0.109
F -0.57612 3.55040 2.47974 -0.1 0.1 0.1 0.125
F 0.26245 3.05922 4.40704 0.0 0.2 -0.1 0.130
```
Forces are in eV/Å.

## Properties
LUMO, eV: 4.32
Maximum force, eV Å⁻¹: 1.4
Net charge: -2

Entry 2:
Density functional theory data (wB97M-V/def2-TZVPD) for a 2-piece molecular cluster, C5H10 overall at a distorted geometry.

```
15
Properties=species:S:1:pos:R:3:forces:R:3:lowdin_spin:R:1
C 1.76616 -0.05059 -0.53544 -1.2 0.2 0.4 0.073
C 0.54816 -0.34264 0.33684 0.7 0.5 0.3 0.539
C -0.66791 0.43249 0.06413 0.1 -1.1 -0.7 0.054
C -0.83588 1.74451 0.35270 -0.2 0.0 0.2 -0.028
C -1.43385 -0.36338 -0.87161 -0.5 0.4 -0.5 0.253
H 2.69792 -0.19340 0.01045 0.2 -0.1 -0.2 0.011
H 1.71244 -0.66449 -1.44481 0.4 -0.1 0.0 0.020
H 1.66495 0.98856 -0.85498 0.3 0.0 0.0 -0.001
H 0.45540 -1.36473 0.66851 -0.2 -0.3 0.0 0.031
H 0.54121 -5.28720 3.66732 0.0 0.0 0.0 0.000
H -1.73543 2.24655 0.01501 0.0 0.1 0.0 -0.001
H -0.17962 2.23653 1.05898 0.1 0.1 -0.1 0.001
H 1.01337 -5.51613 3.14518 0.0 0.0 0.0 0.000
H -1.58379 0.05674 -1.86489 -0.3 0.3 0.1 0.029
H -1.41943 -1.44641 -0.94739 0.4 0.0 0.5 0.019
```
Forces are in eV/Å.

## Properties
LUMO (alpha / beta), eV: 4.48 / 4.47
Spin multiplicity: 2
Maximum force, eV Å⁻¹: 1.4
Expectation value of S²: 0.768
Net charge: -1

Entry 3:
Density functional theory data (wB97M-V/def2-TZVPD) for C5H10 as an isolated structure at a distorted geometry.

```
15
Properties=species:S:1:pos:R:3:forces:R:3:lowdin_charge:R:1
C 1.89337 -0.07012 0.27381 0.1 0.2 0.0 -0.127
C 0.46706 0.13705 0.69664 -0.3 0.6 -1.4 -0.224
C -0.48690 -0.99547 0.36313 -0.2 0.0 0.1 -0.231
C -1.59887 -0.09629 -0.16020 -0.2 -0.1 -0.1 -0.233
C -0.66413 0.99994 -0.63983 0.1 -0.4 -0.6 -0.096
H 2.50322 0.83184 0.36411 0.0 -0.1 -0.1 0.070
H 2.35185 -0.83174 0.92469 -0.2 0.2 -0.1 0.081
H 1.97060 -0.46420 -0.75443 0.0 0.1 0.1 0.071
H 0.02536 1.18006 0.65877 0.4 -0.1 2.0 0.080
H -0.07942 -1.59194 -0.47496 -0.1 0.2 0.2 0.110
H -0.75042 -1.69352 1.16681 0.1 0.2 0.0 0.102
H -2.20416 0.26098 0.68127 0.1 0.0 -0.2 0.112
H -2.25869 -0.51235 -0.92063 -0.1 0.0 0.1 0.100
H -1.06872 2.03248 -0.63573 0.6 -0.4 0.3 0.100
H -0.10013 0.81330 -1.54346 -0.1 -0.2 -0.3 0.086
```
Forces are in eV/Å.

## Properties
LUMO, eV: 1.26
Maximum force, eV Å⁻¹: 2.0
Net charge: 0

Entry 4:
Density functional theory data (wB97M-V/def2-TZVPD) for one molecule with the formula C5H10 at a distorted geometry.

```
15
Properties=species:S:1:pos:R:3:forces:R:3:lowdin_charge:R:1
C 2.06920 0.31189 0.00992 -0.8 -1.3 -1.1 -0.090
C 0.81336 -0.68610 -0.07745 0.1 2.3 -0.9 -0.209
C -0.49525 -0.12095 0.50111 0.5 -0.9 0.5 -0.321
C -1.38417 0.86815 -0.14296 0.7 2.0 -2.1 -0.179
C -1.83396 -0.54810 -0.13225 0.4 0.5 1.6 -0.124
H 2.98192 -0.19292 -0.39514 -0.7 0.3 0.5 0.069
H 2.23091 0.64415 1.01733 0.2 0.1 0.5 0.046
H 1.90229 1.19927 -0.64160 -0.1 -0.6 0.5 0.070
H 0.70313 -0.87992 -1.15202 -0.3 0.1 0.1 0.100
H 0.92735 -1.65576 0.35169 0.7 -0.6 0.6 0.086
H -0.50873 -0.07271 1.62206 0.1 -0.1 -1.1 0.143
H -1.12762 1.40276 -1.13401 -0.2 -1.1 1.7 0.132
H -1.85937 1.53550 0.56502 -0.2 0.1 -0.2 0.091
H -2.59370 -0.65344 0.63229 -0.3 -0.8 -0.5 0.091
H -1.82537 -1.15181 -1.02400 -0.1 0.0 0.0 0.097
```
Forces are in eV/Å.

## Properties
LUMO, eV: 1.30
Maximum force, eV Å⁻¹: 3.0
Net charge: 0
Structure (SMILES): CCC1CC1

Entry 5:
Density functional theory data (wB97M-V/def2-TZVPD) for a 2-piece molecular cluster, C5H10Br2N3 overall at a distorted geometry.

```
20
Properties=species:S:1:pos:R:3:forces:R:3:lowdin_spin:R:1
C 2.84583 -1.78356 0.44428 -1.0 -0.2 -0.1 0.007
C -0.33899 -1.12289 -1.63272 3.1 -4.2 -3.2 0.560
C 0.22615 1.29931 1.92730 -4.3 1.9 0.8 0.005
C -1.40660 0.12106 0.31537 1.7 -0.8 -0.5 0.063
C -0.65047 1.46641 0.63717 2.4 -1.8 0.0 0.061
N 1.78822 -2.10507 0.12816 0.1 0.0 0.1 0.010
N -0.69763 -0.30298 -2.61614 -2.0 2.1 0.7 0.579
N -0.70566 -0.93029 -0.39514 -1.8 1.6 5.9 0.596
Br 4.39662 -1.24628 1.05388 1.0 0.2 0.2 0.002
Br 0.52547 2.07177 -0.88037 -0.7 -0.2 0.8 0.038
H 1.06706 0.81406 1.55575 1.6 -1.5 0.5 0.001
H -0.54459 0.87996 2.71107 2.1 -0.1 -1.4 0.000
H 0.47104 2.26523 2.41107 0.2 -0.3 -0.8 0.001
H -2.29399 0.32815 -0.19217 -1.5 0.6 -1.1 0.012
H -1.68346 -0.36118 1.23289 -0.1 0.1 0.7 0.004
H -1.41959 2.14706 0.65966 -1.5 1.9 0.4 0.003
H 0.13629 -2.10293 -1.75439 -0.3 0.8 -0.7 0.027
H -0.32367 -0.39476 -3.50784 0.7 0.0 -1.8 0.015
H -1.13190 0.56127 -2.31019 0.1 0.1 -0.8 0.007
H -0.26014 -1.60434 0.21237 0.3 -0.1 0.3 0.009
```
Forces are in eV/Å.

## Properties
LUMO (alpha / beta), eV: -2.65 / -7.73
Spin multiplicity: 3
Maximum force, eV Å⁻¹: 6.4
Expectation value of S²: 2.007
Net charge: +1

Entry 6:
Density functional theory data (wB97M-V/def2-TZVPD) for C5H10BrNO as an isolated structure at a distorted geometry.

```
18
Properties=species:S:1:pos:R:3:forces:R:3:lowdin_charge:R:1
C 0.37457 1.56332 -1.82214 0.7 -0.1 3.2 -0.119
C -1.09091 -1.48668 1.54504 -0.1 2.5 -1.3 -0.063
C -0.34457 0.59438 -0.85819 -0.8 2.0 0.6 -0.247
C -0.01229 -0.37030 1.43925 -2.3 2.3 4.8 -0.286
C 0.46818 -0.16909 0.10773 3.8 1.9 -1.4 -0.669
N 1.28411 -1.23789 -0.40138 0.9 -2.1 1.0 -0.136
O 1.32074 -1.42984 -1.57551 -0.5 0.4 -0.9 0.017
Br 2.38081 0.92378 0.45059 -1.0 -0.4 0.1 0.621
H -0.32991 1.91616 -2.50308 -1.0 0.8 -1.3 0.051
H 0.75052 2.38557 -1.10474 -0.4 -1.1 -1.7 0.071
H 1.18413 1.04463 -2.26411 0.9 -0.1 -0.8 0.040
H -0.97118 -2.16554 2.30509 0.5 -1.2 2.2 0.041
H -2.03353 -0.92466 1.65558 0.0 -1.1 -0.3 0.089
H -1.00550 -2.09024 0.67973 -0.6 -0.6 -1.2 0.060
H -0.99280 -0.12961 -1.29857 -0.5 -0.5 -0.9 0.119
H -0.98821 1.29500 -0.28252 0.1 -0.8 -0.1 0.121
H -0.67359 0.61749 1.50083 1.6 -1.8 0.8 0.135
H 0.67944 -0.33649 2.42640 -1.1 -0.3 -3.0 0.152
```
Forces are in eV/Å.

## Properties
LUMO, eV: -0.97
Maximum force, eV Å⁻¹: 5.8
Net charge: 0

Among the records above, which one has the highest maximum force? C5H10Br2N3